C23H19IrN4O10S2Se2 as an isolated structure, computed with wB97M-V/def2-TZVPD.

Last column: Mulliken spin population.
Positions of all 61 atoms, in Å:
Ir (-0.490, -0.467, 0.388)  0.84
C (2.641, 2.320, 0.360)  0.00
C (1.208, 2.698, 0.387)  0.01
N (0.158, 1.912, 0.489)  0.03
C (-0.944, 2.718, 0.472)  0.00
C (-0.547, 4.037, 0.368)  0.00
N (0.821, 3.991, 0.319)  0.00
C (-1.231, 5.349, 0.312)  0.00
O (-2.535, 5.350, 0.351)  0.00
O (-0.554, 6.358, 0.236)  0.00
C (-2.321, 2.149, 0.565)  -0.01
O (-3.286, 2.939, 0.518)  0.00
O (-2.417, 0.910, 0.704)  0.02
H (2.710, 1.240, 0.273)  0.00
H (3.142, 2.648, 1.272)  0.00
H (3.141, 2.787, -0.489)  0.00
H (1.388, 4.823, 0.241)  0.00
H (-2.929, 4.378, 0.415)  0.00
Se (-2.513, -3.001, 2.270)  -0.01
Se (-2.872, -0.319, 3.198)  -0.05
C (-1.087, -0.108, 3.695)  0.00
C (-0.782, 0.115, 5.046)  0.00
C (0.524, 0.329, 5.414)  0.00
C (1.507, 0.319, 4.423)  0.00
C (1.127, 0.080, 3.116)  0.00
N (-0.136, -0.132, 2.756)  0.02
C (-3.156, -2.565, 0.562)  -0.01
C (-4.297, -3.225, 0.104)  0.01
C (-4.789, -2.912, -1.144)  -0.01
C (-4.120, -1.960, -1.904)  0.01
C (-2.986, -1.363, -1.376)  -0.01
N (-2.518, -1.661, -0.173)  0.06
H (-1.588, 0.103, 5.767)  0.00
H (0.786, 0.495, 6.451)  0.00
H (2.544, 0.496, 4.668)  0.00
H (1.854, 0.053, 2.317)  0.00
H (-4.769, -3.958, 0.745)  0.00
H (-5.682, -3.394, -1.517)  0.00
H (-4.464, -1.688, -2.890)  0.00
H (-2.438, -0.631, -1.950)  0.00
O (-0.688, -0.943, -4.073)  0.00
S (-0.064, -1.273, -2.806)  0.01
O (-0.444, -2.562, -2.283)  0.00
O (-0.129, -0.151, -1.853)  0.03
C (1.714, -1.288, -3.159)  0.00
C (2.076, -0.910, -4.442)  0.00
C (3.403, -0.705, -4.777)  0.00
C (4.383, -0.868, -3.809)  0.00
C (4.026, -1.245, -2.526)  0.00
C (2.694, -1.461, -2.207)  0.00
S (2.428, -1.807, -0.473)  0.02
O (1.358, -2.912, -0.303)  0.00
O (3.688, -2.299, 0.029)  0.00
O (1.997, -0.582, 0.170)  0.04
H (1.269, -0.756, -5.142)  0.00
H (3.674, -0.403, -5.779)  0.00
H (5.420, -0.684, -4.044)  0.00
H (4.755, -1.374, -1.744)  0.00
C (0.244, -2.679, 0.595)  -0.01
H (-0.502, -3.397, 0.267)  0.00
H (0.594, -2.911, 1.604)  0.00

Calculated values
Charge = -1
E_tot = -205796.4992 eV
Molecular weight = 925.7 g/mol
Expectation value of S² = 0.808
Multiplicity = 2
Strongest force on any atom = 4.43 eV Å⁻¹

C52H42CsF11N3O4SSbSe as an isolated structure, computed with wB97M-V/def2-TZVPD.

Last column: Löwdin charge in e.
Positions of all 116 atoms, in Å:
Cs (0.325, -0.085, 0.201)  1.00
C (7.472, 1.567, 6.091)  -0.06
C (6.452, 1.330, 5.006)  -0.29
C (6.659, 0.358, 4.035)  -0.04
C (5.739, 0.157, 3.012)  -0.05
C (4.594, 0.934, 2.967)  -0.28
C (4.370, 1.912, 3.929)  -0.05
C (5.295, 2.103, 4.942)  -0.05
S (3.375, 0.697, 1.691)  0.46
O (4.003, -0.206, 0.745)  -0.33
O (2.236, 0.174, 2.434)  -0.49
N (2.941, 2.050, 1.066)  -0.15
C (3.755, 2.679, 0.132)  -0.26
C (5.132, 2.752, 0.177)  -0.03
C (5.870, 3.476, -0.779)  -0.09
C (5.256, 4.142, -1.800)  -0.07
C (3.846, 4.078, -1.909)  -0.17
C (3.131, 4.701, -2.957)  -0.03
C (1.778, 4.568, -3.031)  -0.06
C (1.120, 3.798, -2.048)  -0.13
N (1.743, 3.212, -1.059)  0.12
C (3.092, 3.345, -0.962)  -0.15
H (8.048, 0.664, 6.296)  0.07
H (6.992, 1.886, 7.016)  0.07
H (8.176, 2.349, 5.795)  0.08
H (7.554, -0.253, 4.078)  0.11
H (5.894, -0.593, 2.249)  0.11
H (3.471, 2.514, 3.871)  0.11
H (5.119, 2.863, 5.695)  0.11
H (5.660, 2.242, 0.971)  0.10
H (6.950, 3.504, -0.695)  0.10
H (5.825, 4.701, -2.533)  0.10
H (3.677, 5.272, -3.700)  0.11
H (1.208, 5.025, -3.829)  0.10
H (0.045, 3.658, -2.089)  0.09
F (2.401, -9.767, -6.091)  0.08
C (1.734, -8.671, -5.668)  -0.16
C (0.372, -8.716, -5.451)  -0.16
F (-0.287, -9.874, -5.669)  0.08
C (-0.303, -7.590, -5.019)  -0.28
F (-1.627, -7.724, -4.838)  0.05
C (0.326, -6.360, -4.782)  -0.64
Se (-0.617, -4.847, -4.226)  0.52
C (1.707, -6.364, -5.014)  -0.28
F (2.432, -5.249, -4.828)  0.05
C (2.399, -7.482, -5.445)  -0.16
F (3.731, -7.430, -5.657)  0.08
F (-1.620, 4.700, 5.522)  0.13
C (-1.737, 5.480, 4.426)  -0.58
F (-2.981, 5.989, 4.440)  0.13
F (-0.886, 6.510, 4.598)  0.13
C (-1.444, 4.713, 3.165)  -0.13
C (-0.129, 4.492, 2.791)  0.01
C (0.116, 3.745, 1.647)  -0.12
N (-0.866, 3.247, 0.895)  0.08
C (-2.124, 3.451, 1.277)  -0.11
C (-2.470, 4.176, 2.409)  0.01
H (0.691, 4.888, 3.374)  0.12
H (1.124, 3.512, 1.325)  0.07
H (-2.889, 3.008, 0.650)  0.10
H (-3.507, 4.311, 2.685)  0.12
C (0.527, -0.099, 5.127)  -0.01
C (-0.757, -0.080, 4.340)  -0.48
C (-1.369, 1.263, 4.015)  0.01
O (-1.273, -1.102, 3.944)  0.04
H (0.545, 0.685, 5.885)  0.08
H (1.342, 0.084, 4.420)  0.06
H (0.673, -1.078, 5.581)  0.08
H (-1.119, 2.023, 4.755)  0.07
H (-2.450, 1.157, 3.921)  0.08
H (-0.992, 1.596, 3.044)  0.07
C (-2.168, 1.868, -2.322)  -0.08
C (-1.841, 0.363, -2.267)  -0.68
C (-2.642, -0.371, -3.344)  -0.06
O (-2.124, -0.138, -1.013)  -0.66
H (-1.897, 2.313, -3.287)  0.07
H (-1.636, 2.387, -1.521)  0.03
H (-3.243, 2.005, -2.166)  0.07
H (-0.754, 0.284, -2.532)  0.09
H (-3.703, -0.328, -3.079)  0.07
H (-2.347, -1.419, -3.393)  0.07
H (-2.504, 0.073, -4.335)  0.07
F (-5.691, -6.155, 4.567)  0.02
C (-5.126, -5.276, 3.692)  -0.30
C (-4.008, -4.573, 4.086)  -0.03
C (-3.440, -3.681, 3.182)  -0.14
C (-3.980, -3.479, 1.908)  -0.37
C (-5.108, -4.223, 1.559)  -0.10
C (-5.689, -5.127, 2.444)  -0.03
Sb (-2.954, -2.033, 0.591)  1.52
C (-4.258, -0.428, 1.240)  -0.33
C (-4.735, -0.395, 2.550)  -0.11
C (-5.497, 0.672, 3.020)  -0.03
C (-5.791, 1.699, 2.151)  -0.30
F (-6.538, 2.748, 2.601)  0.02
C (-5.355, 1.704, 0.843)  -0.03
C (-4.576, 0.641, 0.400)  -0.12
C (-4.041, -2.704, -1.126)  -0.39
C (-3.441, -3.619, -1.990)  -0.13
C (-4.094, -4.074, -3.130)  -0.02
C (-5.359, -3.595, -3.384)  -0.28
F (-6.017, -4.023, -4.495)  0.03
C (-5.995, -2.691, -2.557)  -0.03
C (-5.325, -2.248, -1.422)  -0.13
H (-3.594, -4.729, 5.074)  0.11
H (-2.558, -3.124, 3.483)  0.07
H (-5.543, -4.103, 0.574)  0.09
H (-6.561, -5.710, 2.176)  0.11
H (-4.509, -1.206, 3.232)  0.09
H (-5.861, 0.707, 4.039)  0.11
H (-5.612, 2.531, 0.191)  0.11
H (-4.162, 0.635, -0.600)  0.08
H (-2.433, -3.977, -1.808)  0.07
H (-3.603, -4.763, -3.807)  0.07
H (-6.989, -2.342, -2.805)  0.11
H (-5.813, -1.534, -0.769)  0.09

Calculated values
Energy above the lowest of the compared OMol25 structures with the same formula, charge and spin = 0.0 kcal/mol
Charge = -2
E_tot = -180427.9469 eV
Molecular weight = 1347.6 g/mol
Strongest force on any atom = 0.56 eV Å⁻¹

C21H38IrO6P as an isolated structure, computed with wB97M-V/def2-TZVPD.

Last column: Mulliken spin population.
Positions of all 67 atoms, in Å:
Ir (0.727, -1.680, -1.497)  1.16
C (1.665, -2.441, -2.843)  0.74
H (2.146, -3.365, -2.533)  0.00
H (1.600, -1.867, -3.812)  -0.02
C (-2.900, 0.169, -1.750)  0.00
C (-2.715, -1.294, -1.461)  0.01
O (-1.469, -1.815, -2.126)  0.05
H (-3.918, 0.497, -1.583)  0.00
H (-2.660, 0.456, -2.754)  0.00
H (-2.196, 0.725, -1.100)  0.00
H (-3.564, -1.902, -1.850)  0.00
H (-2.624, -1.448, -0.377)  0.00
H (-1.707, -2.684, -2.495)  -0.01
C (-0.918, -4.300, 3.374)  0.00
C (-1.814, -3.120, 3.008)  0.00
C (-3.222, -3.633, 2.670)  0.00
C (-1.789, -2.001, 4.013)  0.00
O (-1.406, -2.569, 1.621)  0.01
P (-0.072, -2.048, 1.072)  0.07
O (-0.216, -0.743, 0.274)  0.02
O (0.643, -3.071, 0.150)  -0.01
O (0.686, -1.751, 2.413)  0.00
C (2.133, -1.340, 2.517)  -0.03
C (2.129, -0.083, 3.364)  0.00
C (2.866, -2.495, 3.232)  0.00
C (2.662, -1.148, 1.125)  0.01
H (-1.328, -4.792, 4.260)  0.00
H (0.119, -3.987, 3.552)  0.00
H (-0.996, -5.019, 2.581)  0.00
H (-3.733, -4.113, 3.535)  0.00
H (-3.130, -4.322, 1.812)  0.00
H (-3.840, -2.772, 2.337)  0.00
H (-2.269, -2.305, 4.955)  0.00
H (-2.289, -1.090, 3.652)  0.00
H (-0.717, -1.764, 4.249)  0.00
H (1.572, -0.196, 4.323)  0.00
H (1.585, 0.705, 2.830)  0.00
H (3.141, 0.206, 3.656)  0.00
H (2.382, -2.664, 4.189)  0.00
H (3.919, -2.279, 3.383)  0.00
H (2.779, -3.373, 2.604)  0.00
H (2.017, -0.452, 0.549)  0.04
H (2.720, -2.098, 0.599)  -0.01
H (3.663, -0.725, 1.132)  -0.03
C (-0.612, 6.784, -2.608)  0.00
C (-0.097, 5.363, -2.549)  0.17
C (0.874, 4.948, -1.630)  0.30
C (1.332, 3.608, -1.562)  0.18
C (2.477, 3.351, -0.639)  -0.01
C (0.754, 2.639, -2.412)  0.14
C (1.169, 1.269, -2.206)  0.43
O (0.470, 0.214, -2.474)  0.15
C (-0.202, 3.056, -3.358)  0.27
C (-0.776, 2.093, -4.341)  -0.07
C (-0.565, 4.395, -3.426)  0.28
H (-0.102, 7.428, -1.878)  0.00
H (-1.689, 6.810, -2.390)  0.01
H (-0.461, 7.175, -3.628)  0.01
H (1.348, 5.657, -0.932)  0.00
H (2.787, 4.255, -0.087)  0.00
H (3.367, 3.054, -1.241)  0.03
H (2.312, 2.593, 0.124)  0.02
H (2.173, 1.196, -1.749)  0.04
H (-0.655, 1.056, -3.967)  0.00
H (-0.355, 2.137, -5.355)  0.04
H (-1.880, 2.258, -4.385)  0.02
H (-1.329, 4.650, -4.161)  -0.02

Calculated values
Energy above the lowest of the compared OMol25 structures with the same formula, charge and spin = 21.0 kcal/mol
E_tot = -46801.4291 eV
Molecular weight = 609.7 g/mol
Expectation value of S² = 6.026
Multiplicity = 5
Strongest force on any atom = 4.56 eV Å⁻¹

A 2-piece molecular cluster, C5H4ClF8O overall, computed with wB97M-V/def2-TZVPD.

Last column: Mulliken spin population.
Positions of all 19 atoms, in Å:
Cl (43.639, 17.548, 2.388)  1.00
C (42.274, 14.995, -3.616)  0.00
C (43.425, 15.791, -4.118)  0.00
C (43.651, 15.695, -5.625)  0.00
F (43.597, 14.426, -6.058)  0.00
F (42.652, 16.347, -6.320)  0.00
F (43.341, 17.082, -3.763)  0.00
F (44.447, 15.324, -3.355)  0.00
O (41.810, 15.263, -2.275)  0.00
C (42.426, 14.640, -1.130)  0.00
C (41.726, 15.255, 0.097)  -0.02
F (40.402, 15.396, 0.098)  0.00
F (41.980, 14.332, 1.034)  0.00
F (42.229, 13.359, -1.255)  0.00
F (43.785, 14.763, -0.998)  0.00
H (42.360, 13.939, -3.872)  0.00
H (41.445, 15.176, -4.301)  0.00
H (44.645, 16.046, -5.902)  0.00
H (42.176, 16.170, 0.485)  0.01

Calculated values
E_tot = -41557.1413 eV
Molecular weight = 267.5 g/mol
Expectation value of S² = 0.752
Multiplicity = 2
Strongest force on any atom = 3.41 eV Å⁻¹

- strongest force on any atom of number 1 (C23H19IrN4O10S2Se2)?
  4.43 eV Å⁻¹

- strongest force on any atom of number 1 (C23H19IrN4O10S2Se2)?
  4.43 eV Å⁻¹

- Which of these has the lowest strongest force on any atom?
  C52H42CsF11N3O4SSbSe

- The highest strongest force on any atom belongs to which entry?
  C21H38IrO6P